39
Properties=species:S:1:pos:R:3 method="wB97M-V/def2-TZVPD" orbital_gap_ev="6.4 / 7.2" relative_energy_kj_mol=43.1 e_lumo_ev="-1.46 / -0.68" s2=0.7984 charge=0 multiplicity=2 fmax_ev_per_a=1.9
V -0.827 1.318 1.754
S -1.807 4.007 5.187
As -2.411 2.559 3.856
S -0.980 0.793 3.930
S -1.555 3.286 1.675
S -4.387 2.035 3.519
N 3.721 -0.749 -4.969
C 2.832 -0.829 -3.934
C 1.638 -0.090 -3.968
C 0.739 -0.167 -2.931
C 1.007 -0.991 -1.836
C 2.187 -1.727 -1.792
C 3.088 -1.657 -2.836
S -0.074 -1.014 -0.480
O -1.415 -0.956 -0.973
O 0.355 -2.062 0.401
N 0.185 0.477 0.270
C 1.308 0.635 1.105
S 2.711 -0.325 1.323
C 3.190 0.727 2.602
C 2.269 1.680 2.825
N 1.201 1.644 1.948
H 3.555 -0.140 -5.747
H 4.594 -1.239 -4.934
H 1.424 0.542 -4.822
H -0.182 0.399 -2.969
H 2.377 -2.383 -0.953
H 3.995 -2.249 -2.809
H 4.119 0.573 3.125
H 2.298 2.443 3.585
N -4.781 -2.162 1.500
N -4.046 -1.027 1.190
N -4.483 -0.144 0.310
C -3.527 0.759 0.385
N -2.597 0.430 1.288
N -2.959 -0.748 1.797
H -5.119 -2.521 0.616
H -4.132 -2.800 1.947
H -3.512 1.672 -0.183



44
Properties=species:S:1:pos:R:3 method="wB97M-V/def2-TZVPD" orbital_gap_ev=9.5 e_lumo_ev=-0.44 charge=0 multiplicity=1 fmax_ev_per_a=1.1
C 2.857 -2.705 -0.528
Br 4.057 -1.151 -0.383
Br 3.723 -4.314 0.189
Br 2.282 -2.977 -2.361
H 1.991 -2.518 0.091
C -1.811 -6.082 -0.149
Br -2.956 -4.547 0.163
Br 0.055 -5.644 -0.505
Br -2.522 -7.151 -1.601
H -1.839 -6.676 0.753
C -3.178 3.812 0.905
Br -2.906 5.572 1.772
Br -4.882 3.862 -0.057
Br -3.048 2.402 2.274
H -2.415 3.648 0.156
C -2.042 -3.428 -3.504
Br -0.434 -4.473 -3.858
Br -3.587 -4.083 -4.415
Br -1.717 -1.562 -3.900
H -2.252 -3.421 -2.443
C 4.623 -0.560 3.681
Br 4.962 0.841 2.350
Br 3.026 -1.651 3.326
Br 4.548 0.266 5.435
H 5.451 -1.251 3.639
C -0.016 6.230 -0.757
Br -0.149 4.712 -1.978
Br -0.489 7.931 -1.575
Br 1.773 6.346 0.040
H -0.712 6.060 0.047
C 0.847 2.699 0.917
C 0.722 1.796 -0.298
O 0.255 0.511 0.132
C -0.996 0.187 -0.146
O -1.794 0.904 -0.672
C -1.359 -1.239 0.275
F -2.338 -1.197 1.183
F -1.806 -1.884 -0.806
F -0.334 -1.924 0.781
H 1.373 3.602 0.614
H 1.402 2.136 1.667
H -0.103 3.068 1.312
H 1.707 1.661 -0.738
H 0.028 2.193 -1.033



29
Properties=species:S:1:pos:R:3 method="wB97M-V/def2-TZVPD" orbital_gap_ev=9.3 e_lumo_ev=0.08 charge=0 multiplicity=1 fmax_ev_per_a=3.2
C 0.576 -2.566 1.594
C 0.493 -1.926 0.589
C 0.224 -1.122 -0.606
C -0.473 0.268 -0.355
N -1.721 0.402 -1.063
C -2.810 0.301 -0.383
C -3.767 1.478 -0.398
C -3.207 -0.933 0.399
O 0.412 1.183 -1.106
C 1.415 1.484 -0.254
O 2.546 1.626 -0.547
O 0.951 1.572 1.037
C -0.341 0.995 0.985
Cl -0.957 0.294 2.489
H 0.646 -3.097 2.505
H -0.454 -1.706 -1.229
H 1.129 -0.973 -1.191
H -4.796 1.115 -0.446
H -3.562 2.096 -1.267
H -3.555 2.014 0.529
H -2.357 -1.318 0.964
H -4.059 -0.685 1.032
H -3.515 -1.735 -0.274
H -0.994 1.864 0.859
C 5.541 -0.044 -0.757
Br 4.768 -1.810 -0.813
Br 6.728 0.164 0.748
Br 6.410 0.405 -2.419
H 4.727 0.655 -0.623



37
Properties=species:S:1:pos:R:3 method="wB97M-V/def2-TZVPD" orbital_gap_ev=8.6 e_lumo_ev=-5.43 charge=+1 multiplicity=1 fmax_ev_per_a=0.4
O -1.215 -3.624 2.617
P -0.676 -2.279 2.684
O -0.710 -1.658 4.158
O -1.408 -1.200 1.762
C 1.095 -2.276 2.185
C 1.871 -1.018 2.372
C 1.898 -0.016 1.433
C 2.620 1.168 1.659
N 3.337 1.366 2.738
N 3.319 0.382 3.617
C 2.642 -0.761 3.526
Br 2.797 -1.926 4.954
H -0.434 -0.733 4.224
H -0.870 -0.571 1.265
H 1.100 -2.562 1.128
H 1.536 -3.094 2.759
H 1.367 -0.117 0.491
H 2.613 1.970 0.931
H 3.890 0.554 4.441
C -2.489 1.194 -1.845
C -1.151 1.120 -1.106
C -0.038 2.109 -1.487
F 0.374 1.946 -2.745
F 1.016 1.801 -0.659
F -0.644 -0.136 -1.127
F -1.414 1.411 0.214
O -2.647 0.267 -2.888
C -2.279 0.569 -4.175
C -1.271 -0.459 -4.715
F -0.179 -0.480 -3.915
F -0.890 -0.085 -5.950
F -1.795 1.820 -4.276
F -3.375 0.486 -4.954
H -3.235 0.920 -1.100
H -2.692 2.218 -2.160
H -0.337 3.143 -1.311
H -1.724 -1.451 -4.745



37
Properties=species:S:1:pos:R:3 method="wB97M-V/def2-TZVPD" orbital_gap_ev=6.5 relative_energy_kj_mol=48.8 e_lumo_ev=-6.65 charge=+1 multiplicity=1 fmax_ev_per_a=5.2
Ce -7.085 -3.477 10.751
O -7.967 -7.796 12.461
C -7.269 -6.970 11.682
O -7.540 -5.710 11.728
C -5.998 -7.497 11.098
O -5.049 -7.115 12.067
C -4.061 -6.118 11.680
C -4.692 -4.756 11.592
O -4.758 -3.964 12.572
O -5.182 -4.457 10.399
H -8.691 -7.301 12.954
H -6.152 -8.536 10.959
H -5.858 -6.998 10.095
H -3.353 -6.097 12.482
H -3.532 -6.363 10.704
N -6.363 -2.102 8.465
N -7.613 -2.085 7.802
C -8.613 -2.954 8.086
O -9.713 -2.780 7.522
O -8.337 -3.915 8.884
H -6.065 -1.139 8.655
H -5.696 -2.735 7.968
H -7.930 -1.227 7.323
O -6.081 -0.978 16.186
C -5.217 -0.587 15.254
O -4.165 -0.091 15.563
C -5.481 -0.787 13.800
C -4.667 -0.240 12.740
N -5.178 -0.644 11.553
N -6.260 -1.467 11.778
C -6.498 -1.569 13.105
C -7.644 -2.362 13.646
O -8.132 -2.201 14.782
O -8.195 -3.100 12.673
H -6.933 -1.455 15.909
H -3.713 0.239 12.891
H -4.847 -0.402 10.632



24
Properties=species:S:1:pos:R:3 method="wB97M-V/def2-TZVPD" orbital_gap_ev=8.0 relative_energy_kj_mol=182.8 e_lumo_ev=-0.91 charge=0 multiplicity=1 fmax_ev_per_a=2.6
C -0.003 2.987 -0.827
C -0.895 -1.672 2.540
C 0.054 -2.251 1.713
C -1.558 -0.527 2.133
C 0.341 -1.690 0.482
C -1.283 0.040 0.903
C -0.329 -0.540 0.069
C 2.297 0.500 -0.514
C -1.166 0.550 -1.941
C 1.150 0.555 -1.454
N -0.064 4.027 -0.333
N -0.059 0.011 -1.206
Cl 1.547 0.900 -3.095
H -1.113 -2.113 3.501
H 0.574 -3.146 2.022
H -2.292 -0.063 2.776
H 1.071 -2.143 -0.172
H -1.782 0.948 0.602
H 2.972 1.329 -0.726
H 1.951 0.586 0.514
H 2.870 -0.427 -0.616
H -1.168 1.654 -1.730
H -1.019 0.406 -3.009
H -2.094 0.079 -1.631



23
Properties=species:S:1:pos:R:3 method="wB97M-V/def2-TZVPD" orbital_gap_ev="5.7 / 6.3" relative_energy_kj_mol=125.5 e_lumo_ev="0.54 / -2.81" s2=2.0277 charge=0 multiplicity=3 fmax_ev_per_a=9.7
C 3.285 1.622 0.174
C 3.465 0.465 0.909
C 2.103 1.913 -0.468
C 2.458 -0.473 0.976
C 1.074 0.987 -0.373
C 1.232 -0.188 0.358
C -0.321 1.058 -0.822
C -1.194 0.235 -0.304
C 0.218 -1.151 0.397
C -3.477 -1.929 -0.317
Si -2.946 -0.131 -0.516
Cl -3.967 1.114 0.821
H 4.069 2.354 0.233
H 4.499 0.484 1.349
H 1.841 2.835 -0.916
H 2.513 -1.419 1.548
H -0.674 1.948 -1.522
H 0.038 -1.827 -0.461
H -0.210 -1.491 1.301
H -3.025 -2.534 -1.138
H -2.962 -2.372 0.508
H -4.592 -2.028 -0.070
H -3.426 0.528 -1.667



37
Properties=species:S:1:pos:R:3 method="wB97M-V/def2-TZVPD" orbital_gap_ev=6.9 relative_energy_kj_mol=1.1 e_lumo_ev=3.84 charge=-2 multiplicity=1 fmax_ev_per_a=0.9
Cs -0.877 -0.594 1.126
O -2.908 -2.970 -2.045
P -2.738 -1.349 -2.048
O -3.177 -0.813 -3.350
O -1.423 -0.972 -1.439
O -3.858 -0.952 -0.888
P -4.074 -1.508 0.599
O -5.702 -1.526 0.669
O -3.506 -2.902 0.638
O -3.627 -0.525 1.627
H -2.988 -3.191 -1.085
H -6.057 -2.071 -0.036
O 4.927 0.078 4.570
C 4.140 1.155 4.743
C 4.616 2.174 5.571
C 3.865 3.314 5.787
C 2.624 3.461 5.181
C 2.151 2.452 4.361
C 2.884 1.294 4.127
C 2.287 0.259 3.213
O 1.169 0.446 2.696
N 3.029 -0.839 3.048
N 2.476 -1.707 2.124
C 2.662 -2.924 2.384
S 2.136 -4.159 1.214
C 2.053 -5.464 2.473
C 3.278 -5.309 3.364
S 3.432 -3.564 3.855
H 4.451 -0.512 3.912
H 5.588 2.041 6.030
H 4.253 4.095 6.431
H 2.033 4.353 5.348
H 1.189 2.520 3.869
H 2.062 -6.436 1.978
H 1.137 -5.378 3.059
H 4.176 -5.624 2.832
H 3.183 -5.901 4.275



24
Properties=species:S:1:pos:R:3 method="wB97M-V/def2-TZVPD" orbital_gap_ev=9.9 smiles="C=C(c1ccccc1C)C(F)(F)P" relative_energy_kj_mol=200.4 e_lumo_ev=0.60 charge=0 multiplicity=1 fmax_ev_per_a=4.7
C 1.222 1.349 1.660
C 1.165 0.330 0.731
C -0.230 -0.227 0.419
C -0.549 -1.558 0.691
C -1.766 -2.176 0.303
C -2.688 -1.357 -0.288
C -2.312 -0.053 -0.614
C -1.192 0.598 -0.201
C -0.979 1.977 -0.660
C 2.372 0.110 -0.089
F 3.488 0.653 0.350
F 2.203 0.718 -1.353
P 2.638 -1.711 -0.373
H 2.048 1.929 1.954
H 0.353 1.667 2.326
H 0.226 -2.063 1.288
H -2.200 -3.081 0.614
H -3.762 -1.672 -0.544
H -3.037 0.553 -1.231
H -0.739 2.131 -1.732
H -1.689 2.769 -0.398
H -0.051 2.238 -0.200
H 3.793 -1.501 -1.343
H 1.686 -1.625 -1.310



30
Properties=species:S:1:pos:R:3 method="wB97M-V/def2-TZVPD" orbital_gap_ev=9.0 smiles="O=S1(=O)NCN(CCO)c2ccc(C(F)(F)F)cc21" relative_energy_kj_mol=0.0 e_lumo_ev=-0.09 charge=0 multiplicity=1 fmax_ev_per_a=4.5
O 2.239 1.432 2.046
S 0.800 1.232 1.754
O -0.079 1.321 2.921
N 0.490 2.515 0.666
C 1.141 2.158 -0.550
N 0.301 1.106 -1.107
C -0.795 1.535 -2.021
C -2.078 1.669 -1.202
O -2.015 2.871 -0.412
C 0.317 -0.162 -0.510
C 0.017 -1.302 -1.247
C 0.028 -2.550 -0.594
C 0.351 -2.694 0.762
C 0.362 -4.064 1.377
F 0.858 -4.063 2.635
F 1.111 -4.901 0.579
F -0.885 -4.609 1.518
C 0.597 -1.525 1.490
C 0.528 -0.275 0.845
H 0.946 3.315 1.071
H 2.116 1.781 -0.374
H 1.203 2.959 -1.278
H -0.935 0.818 -2.837
H -0.557 2.509 -2.422
H -2.200 0.809 -0.580
H -2.915 1.694 -1.833
H -1.225 2.793 0.176
H -0.252 -1.318 -2.306
H -0.204 -3.473 -1.141
H 0.733 -1.579 2.572



25
Properties=species:S:1:pos:R:3 method="wB97M-V/def2-TZVPD" orbital_gap_ev=9.7 relative_energy_kj_mol=83.5 e_lumo_ev=-2.88 charge=+1 multiplicity=1 fmax_ev_per_a=5.3
C 1.721 0.057 -2.952
C 2.814 -0.546 -2.348
C 0.632 0.425 -2.179
C 2.902 -0.731 -0.994
C 0.696 0.110 -0.776
C 1.822 -0.405 -0.209
C 0.585 -0.137 1.697
C -2.641 -0.442 0.095
C -2.572 1.001 0.513
C -0.490 0.307 0.103
N 1.795 -0.444 1.224
N 0.130 -0.276 2.877
O -1.277 -0.814 -0.061
O -1.208 1.348 0.189
H 1.663 0.457 -4.045
H 3.700 -0.658 -3.031
H -0.333 0.797 -2.538
H 3.777 -1.222 -0.409
H -3.084 -1.038 0.889
H -3.129 -0.579 -0.814
H -3.322 1.664 -0.127
H -2.767 1.172 1.602
H 2.656 -0.949 1.652
H -0.764 0.109 3.089
H 0.653 -0.511 3.715



24
Properties=species:S:1:pos:R:3 method="wB97M-V/def2-TZVPD" orbital_gap_ev=9.3 relative_energy_kj_mol=478.4 e_lumo_ev=0.79 charge=0 multiplicity=1 fmax_ev_per_a=4.4
C -3.136 -0.579 0.636
C -3.262 0.801 0.408
C -1.992 -1.253 0.413
C -2.180 1.479 -0.140
C -0.920 -0.581 -0.199
C -0.935 0.844 -0.372
C 0.357 -1.182 -0.702
C 0.262 1.570 -0.750
C 1.510 -0.286 -0.835
C 3.355 -0.457 0.745
N 1.035 2.027 0.281
N 1.797 1.313 0.879
N 2.076 0.085 0.349
H -3.942 -1.063 1.204
H -4.261 1.162 0.547
H -1.892 -2.278 0.704
H -2.164 2.498 -0.425
H 0.628 -2.161 -0.141
H 0.239 -1.498 -1.743
H 0.050 2.050 -1.642
H 2.304 -0.463 -1.649
H 4.262 0.088 0.518
H 3.304 -0.678 1.817
H 3.505 -1.438 0.097



The highest multiplicity belongs to which entry?
C10H11ClSi



What is the multiplicity in the eleventh record?
1



Among the records above, which one has the highest multiplicity?
C10H11ClSi